{
  "formula": "C19H18O13Pd",
  "method": "the ωB97M-V functional and the def2-TZVPD basis",
  "homo_lumo_gap_ev": [2.0, 2.0],
  "s2": 2.005,
  "total_energy_ev": -50079.414,
  "homo_ev": [4.59, 4.60],
  "charge": -4,
  "spin_multiplicity": 3,
  "elements": ["Pd", "C", "C", "O", "H", "H", "H", "H", "H", "C", "C", "O", "H", "H", "H", "H", "H", "C", "C", "C", "O", "C", "C", "C", "O", "O", "O", "H", "H", "C", "C", "C", "O", "C", "C", "C", "O", "O", "O", "H", "H", "C", "C", "O", "C", "O", "O", "H", "H", "H", "H"],
  "coordinates": [[-26.864127, -2.955785, 18.398893], [-26.797238, 0.728514, 16.489259], [-27.657506, -0.223052, 17.319306], [-27.558786, -1.517411, 16.904388], [-25.739190, 0.586286, 16.707172], [-27.021490, 1.785624, 16.744697], [-27.026864, 0.629740, 15.425010], [-28.699082, 0.133427, 17.502436], [-27.258335, -0.171240, 18.368722], [-23.560734, -1.399744, 16.271214], [-24.173451, -2.046385, 17.516875], [-24.913921, -3.159428, 17.266668], [-22.878635, -2.059887, 15.726019], [-23.113684, -0.403626, 16.442835], [-24.353880, -1.114263, 15.564123], [-24.770510, -1.262213, 18.025031], [-23.311924, -2.332192, 18.176203], [-30.408396, -4.282262, 20.609705], [-30.649606, -5.370372, 21.483215], [-29.460355, -6.351939, 21.778838], [-29.710250, -7.399909, 22.380674], [-28.193786, -6.021851, 21.222535], [-27.964697, -4.910061, 20.422218], [-29.170509, -4.104859, 19.971698], [-29.061983, -3.225072, 19.065803], [-26.786845, -4.563499, 20.108741], [-31.698423, -5.534592, 22.134222], [-31.233720, -3.645766, 20.318735], [-27.409908, -6.703218, 21.540010], [-30.146022, -6.332961, 14.879036], [-30.368989, -7.583148, 15.458676], [-29.499834, -7.935513, 16.731613], [-29.731629, -9.005961, 17.313120], [-28.454093, -7.038473, 17.141649], [-28.257428, -5.810882, 16.501076], [-29.189609, -5.385342, 15.341764], [-29.076766, -4.275036, 14.827273], [-27.289254, -5.059695, 16.814293], [-31.285869, -8.400184, 15.189826], [-30.759198, -6.012293, 14.036672], [-27.700902, -7.405681, 17.825990], [-27.459473, 0.341367, 22.697354], [-25.949174, 0.136165, 23.066997], [-25.452609, -0.648975, 22.007232], [-26.453944, -1.005697, 21.150488], [-26.316455, -1.674618, 20.200264], [-27.628176, -0.450777, 21.557160], [-27.596211, 1.413268, 22.571941], [-28.025331, -0.123889, 23.501749], [-25.841640, -0.326206, 24.051852], [-25.348293, 1.049555, 23.094721]],
  "forces_ev_per_angstrom": [[-0.730, -1.719, -2.338], [-0.606, 1.026, 0.066], [0.664, -1.218, 1.384], [0.156, 0.427, 0.159], [0.029, -0.310, -0.290], [-0.019, -0.076, 0.076], [0.241, -0.263, -0.023], [-0.112, 0.190, -0.719], [0.077, 0.515, -0.028], [-0.615, 0.812, -0.956], [0.110, -0.695, 0.120], [-0.386, 0.603, 0.535], [0.105, -0.006, 0.192], [0.503, -0.300, 0.437], [-0.164, -0.541, 0.088], [0.270, 0.245, 0.124], [0.107, 0.490, 0.284], [0.396, -0.869, 0.153], [0.173, 0.562, 0.923], [-0.399, 0.029, -1.399], [0.124, -0.054, 0.671], [-0.594, -0.230, 0.936], [0.853, -0.727, 0.594], [-1.137, 1.010, -0.581], [1.232, -0.196, 0.596], [-0.365, 0.762, -0.635], [-0.189, -0.089, -0.195], [-0.027, 0.036, -0.038], [0.309, 0.223, -0.349], [-0.007, -0.375, -0.294], [-0.502, 0.095, 1.280], [0.770, 0.216, 0.142], [-0.046, -0.299, -0.140], [-1.021, -0.558, -1.257], [1.239, 0.445, 0.813], [-0.301, -0.463, -0.073], [0.244, 0.488, -0.145], [-0.517, 0.307, -0.133], [0.171, 0.074, -0.680], [-0.085, -0.062, 0.047], [-0.165, 0.181, 0.359], [1.728, -0.667, 1.110], [-0.238, 0.369, -0.180], [0.230, -0.329, 0.249], [-0.422, 0.269, 0.213], [0.500, 0.209, 0.135], [-0.111, 0.336, -0.468], [-0.766, -0.120, -0.393], [-0.540, 0.533, -0.042], [0.099, -0.445, -0.247], [-0.264, 0.155, -0.085]]
}